*w*
An isolated molecule of C3H2N4O. Source: the OMol25 dataset; level of theory: ωB97M-V/def2-TZVPD.

Geometry as XYZ:
```
10
Properties=species:S:1:pos:R:3:mulliken_charge:R:1
C 1.03 -0.13 0.17 0.54
C 0.73 1.46 -0.07 -0.11
C -0.05 -1.29 0.43 -0.01
H 1.51 2.04 -0.42 0.46
H 0.36 -2.18 0.97 0.36
N -0.44 1.79 0.05 -0.32
N -1.21 0.55 0.53 -0.12
N -1.38 -0.14 -0.60 -0.09
N -1.21 -1.44 -0.27 -0.22
O 2.18 -0.67 -0.22 -0.48
```

Calculated values
HOMO energy in eV: -10.32
SMILES string: O=c1cnnnnc1
E_LUMO in eV: -1.57
Gap between HOMO and LUMO in eV: 8.75

***

*x*
An isolated molecule of C3H2N4O. Source: the OMol25 dataset; level of theory: ωB97M-V/def2-TZVPD.

Geometry as XYZ:
```
10
Properties=species:S:1:pos:R:3:mulliken_charge:R:1
C -1.10 -0.14 0.01 0.44
C -0.65 1.16 -0.54 0.07
C 1.44 -0.50 0.52 0.03
H -1.38 1.76 -1.08 0.38
H 2.15 -0.95 1.20 0.41
N 0.56 1.53 -0.29 -0.31
N 1.29 0.76 0.56 -0.23
N 0.87 -1.33 -0.50 -0.17
N -0.32 -1.14 -0.75 -0.14
O -1.97 -0.33 0.84 -0.48
```

Calculated values
HOMO energy in eV: -9.78
SMILES string: O=c1cnncnn1
E_LUMO in eV: -0.80
Gap between HOMO and LUMO in eV: 8.98

***

Stability, highest: *x*

***

*w*
An isolated molecule of C3H2N4O. Source: the OMol25 dataset; level of theory: ωB97M-V/def2-TZVPD.

Geometry as XYZ:
```
10
Properties=species:S:1:pos:R:3:mulliken_charge:R:1
C -1.13 -0.26 0.16 0.56
C -0.17 -1.14 -0.44 0.05
C 0.21 1.29 -0.06 0.02
H -0.62 -1.84 -1.07 0.41
H 0.53 2.20 -0.37 0.48
N 1.12 -1.20 -0.23 -0.23
N 1.67 -0.39 0.73 -0.17
N 1.23 0.84 0.70 -0.21
N -1.04 0.96 -0.55 -0.39
O -1.80 -0.46 1.14 -0.52
```

Calculated values
HOMO energy in eV: -10.71
SMILES string: O=c1cnnncn1
E_LUMO in eV: -1.85
Gap between HOMO and LUMO in eV: 8.86

***

*x*
An isolated molecule of C3H2N4O. Source: the OMol25 dataset; level of theory: ωB97M-V/def2-TZVPD.

Geometry as XYZ:
```
10
Properties=species:S:1:pos:R:3:mulliken_charge:R:1
C 1.04 -1.72 -0.70 0.03
C 0.31 -0.33 -0.29 0.67
C -0.92 0.84 1.25 0.19
H 2.08 -1.60 -1.27 0.29
H -1.41 0.78 2.35 0.32
N -0.36 -0.35 0.88 -0.38
N -0.76 1.93 0.61 -0.16
N -0.02 1.92 -0.44 -0.31
N 0.46 0.79 -0.97 -0.22
O 0.19 -2.74 -0.40 -0.43
```

Calculated values
HOMO energy in eV: -10.21
SMILES string: O=Cc1ncnnn1
E_LUMO in eV: -1.36
Gap between HOMO and LUMO in eV: 8.85

***

*y*
A cluster of 2 separate species, C3H2N4O in total. Source: the OMol25 dataset; level of theory: ωB97M-V/def2-TZVPD.

Geometry as XYZ:
```
10
Properties=species:S:1:pos:R:3:mulliken_charge:R:1
C 2.04 -0.50 -2.00 0.69
C -1.50 0.92 1.41 -0.09
C -0.61 1.35 0.35 0.05
N -1.30 -0.39 1.48 -0.72
N -0.03 0.29 -0.11 -0.24
N 1.28 -1.06 -1.28 -0.41
N -0.39 -0.70 0.62 0.39
O 2.84 0.09 -2.66 -0.42
H -2.17 1.57 2.00 0.36
H -0.16 -1.57 0.18 0.39
```

Calculated values
HOMO energy (spin up / spin down) in eV: -10.68 / -10.79
E_LUMO (spin up / spin down) in eV: -1.74 / -2.94
Gap between HOMO and LUMO (spin up / spin down) in eV: 8.94 / 7.85

***

*z*
A structure of composition C3H2N4O. Source: the OMol25 dataset; level of theory: ωB97M-V/def2-TZVPD.

Geometry as XYZ:
```
10
Properties=species:S:1:pos:R:3:mulliken_charge:R:1
C 0.70 0.61 -1.63 0.07
C -0.04 0.66 0.21 0.50
C -0.67 -0.70 1.73 -0.10
H 1.54 1.08 -2.33 0.30
H -0.97 -0.99 2.67 0.44
N 0.70 1.40 -0.56 -0.53
N -0.63 -1.55 0.59 -0.48
N -0.30 -0.58 -0.44 0.78
N 0.30 -0.68 -1.66 -0.68
O -0.63 0.75 1.42 -0.29
```

Calculated values
HOMO energy in eV: -9.82
E_LUMO in eV: -0.19
Gap between HOMO and LUMO in eV: 9.63

***

Stability, highest: *z*

***

*w*
An isolated molecule of CH4FIP2. Source: the OMol25 dataset; level of theory: ωB97M-V/def2-TZVPD.

Geometry as XYZ:
```
9
Properties=species:S:1:pos:R:3:mulliken_charge:R:1
C -0.82 0.77 0.05 -0.24
F -1.81 -0.19 -0.52 -0.26
P 1.10 -1.01 -0.82 -0.12
P 0.43 -0.19 1.04 0.05
I -2.05 2.28 1.14 0.00
H -0.35 1.41 -0.85 0.37
H 0.28 -2.07 -0.87 0.07
H 2.03 -1.89 -0.28 0.07
H 1.19 0.89 1.11 0.06
```

Calculated values
HOMO energy in eV: -9.33
SMILES string: F[C@@H](I)[PH]#[PH2]
E_LUMO in eV: -0.13
Gap between HOMO and LUMO in eV: 9.20

***

*x*
A structure of composition CH4FIP2. Source: the OMol25 dataset; level of theory: ωB97M-V/def2-TZVPD.

Geometry as XYZ:
```
9
Properties=species:S:1:pos:R:3:mulliken_charge:R:1
C -1.05 0.97 0.98 -0.61
F 1.68 1.70 -0.05 -0.30
P 1.24 -1.20 -0.53 -0.08
P 0.31 0.72 -0.15 0.41
I -2.55 -0.49 0.14 -0.01
H -0.59 0.74 1.89 0.30
H 0.29 -1.44 -1.37 0.06
H 0.55 -1.96 0.61 0.10
H 0.12 0.96 -1.52 0.13
```

Calculated values
HOMO energy in eV: -8.20
E_LUMO in eV: -0.50
Gap between HOMO and LUMO in eV: 7.70

***

Stability, highest: *w*

***

*w*
An isolated molecule of C3H3NS2. Source: the OMol25 dataset; level of theory: ωB97M-V/def2-TZVPD.

Geometry as XYZ:
```
9
Properties=species:S:1:pos:R:3:mulliken_charge:R:1
C 0.86 0.91 -0.14 -0.53
C -0.07 -0.02 -0.09 -0.18
C 2.46 0.05 -0.04 0.18
N 0.33 -1.34 -0.10 -0.25
S 3.89 0.77 0.03 -0.28
S 2.02 -1.60 0.00 0.03
H 0.90 1.96 -0.20 0.39
H -1.14 0.14 -0.08 0.36
H -0.25 -2.06 0.31 0.27
```

Calculated values
HOMO energy in eV: -8.22
SMILES string: S=c1cc[nH]s1
E_LUMO in eV: 0.28
Gap between HOMO and LUMO in eV: 8.50

***

*x*
A structure of composition C3H3NS2. Source: the OMol25 dataset; level of theory: ωB97M-V/def2-TZVPD.

Geometry as XYZ:
```
9
Properties=species:S:1:pos:R:3:mulliken_charge:R:1
C 1.22 -0.20 -0.17 0.38
C 0.68 -1.41 0.34 -0.39
C -1.33 0.78 0.40 -0.08
N 1.25 0.88 -0.55 -0.54
S -0.86 -0.66 0.96 -0.06
S -0.91 1.99 -0.75 -0.03
H 0.56 -1.86 -0.64 0.23
H 1.41 -2.08 0.89 0.34
H -2.04 2.56 -0.48 0.16
```

Calculated values
HOMO energy in eV: -8.65
E_LUMO in eV: 0.16
Gap between HOMO and LUMO in eV: 8.81

***

Stability, highest: *w*

***

*w*
An isolated molecule of C3H3NS2. Source: the OMol25 dataset; level of theory: ωB97M-V/def2-TZVPD.

Geometry as XYZ:
```
9
Properties=species:S:1:pos:R:3:mulliken_charge:R:1
C -1.09 1.29 0.18 -0.15
C 0.78 -0.74 0.51 -0.44
C 0.82 -0.85 -0.97 0.26
H -1.55 2.22 0.58 0.30
H -0.04 -1.35 0.89 0.31
H 1.75 -0.94 0.91 0.34
N 0.80 -1.02 -2.12 -0.39
S -1.90 0.43 -0.94 -0.22
S 0.44 0.95 0.95 -0.01
```

Calculated values
HOMO energy in eV: -8.97
SMILES string: N#CCSC=S
E_LUMO in eV: -0.50
Gap between HOMO and LUMO in eV: 8.46

***

*x*
An isolated molecule of C3H3NS2. Source: the OMol25 dataset; level of theory: ωB97M-V/def2-TZVPD.

Geometry as XYZ:
```
9
Properties=species:S:1:pos:R:3:mulliken_charge:R:1
C 0.27 -0.11 -0.33 0.62
C 0.19 -1.35 0.54 -0.52
C 0.54 -2.46 1.02 -0.21
H -0.53 1.04 2.05 0.18
H -0.55 1.49 -1.12 0.34
H 0.67 -3.19 1.87 0.32
N -0.42 0.86 -0.13 -0.24
S -1.53 1.10 1.03 -0.12
S 1.37 0.03 -1.61 -0.37
```

Calculated values
HOMO energy in eV: -8.39
SMILES string: C#CC(=S)NS
E_LUMO in eV: -0.47
Gap between HOMO and LUMO in eV: 7.92

***

Stability, highest: *w*

***

*w*
An isolated molecule of C3H4N2O2. Source: the OMol25 dataset; level of theory: ωB97M-V/def2-TZVPD.

Geometry as XYZ:
```
11
Properties=species:S:1:pos:R:3:mulliken_charge:R:1
C -1.63 -0.41 0.15 -0.77
N -0.35 0.17 0.52 -0.15
N 0.71 0.05 -0.55 -0.24
C 1.95 -0.47 -0.09 0.11
O 2.08 -1.10 0.91 -0.43
C 0.16 1.26 -0.11 0.69
O 0.19 2.44 -0.22 -0.48
H -1.80 -0.36 -0.94 0.33
H -1.64 -1.45 0.47 0.28
H -2.42 0.14 0.68 0.30
H 2.75 -0.27 -0.82 0.35
```

Calculated values
HOMO energy in eV: -10.61
SMILES string: CN1C(=O)N1C=O
E_LUMO in eV: 0.76
Gap between HOMO and LUMO in eV: 11.37

***

*x*
An isolated molecule of C3H4N2O2. Source: the OMol25 dataset; level of theory: ωB97M-V/def2-TZVPD.

Geometry as XYZ:
```
11
Properties=species:S:1:pos:R:3:mulliken_charge:R:1
C -1.16 -0.22 0.00 0.53
C -0.69 1.27 0.17 -0.31
C 1.23 -0.11 0.11 0.43
H -3.14 -0.03 -0.26 0.24
H -1.30 2.08 -0.39 0.33
H -0.63 1.28 1.38 0.24
H -0.27 -1.89 0.23 0.31
N -2.29 -0.77 -0.19 -0.75
N -0.04 -0.83 0.19 -0.19
O 0.84 1.23 -0.23 -0.31
O 2.33 -0.72 -0.10 -0.52
```

Calculated values
HOMO energy in eV: -10.10
SMILES string: [H]/N=C1\COC(=O)N1
E_LUMO in eV: 0.21
Gap between HOMO and LUMO in eV: 10.31

***

*y*
An isolated molecule of C3H4N2O2. Source: the OMol25 dataset; level of theory: ωB97M-V/def2-TZVPD.

Geometry as XYZ:
```
11
Properties=species:S:1:pos:R:3:mulliken_charge:R:1
N -1.82 -0.41 -0.12 -0.49
C -0.51 -0.09 0.18 0.46
C 0.05 1.00 0.73 -0.50
O 1.45 0.84 0.77 -0.29
C 1.67 -0.08 -0.20 0.53
O 2.60 -0.04 -0.95 -0.49
N 0.52 -0.94 -0.27 -0.30
H -1.90 -0.85 -1.03 0.26
H -2.45 0.37 0.00 0.24
H -0.24 2.03 0.72 0.32
H 0.63 -1.85 0.18 0.26
```

Calculated values
HOMO energy in eV: -8.51
SMILES string: Nc1coc(=O)[nH]1
E_LUMO in eV: 0.74
Gap between HOMO and LUMO in eV: 9.25

***

Stability, highest: *y*